167
Properties=species:S:1:pos:R:3:mulliken_charge:R:1 method="wB97M-V/def2-TZVPD" e_lumo_ev=-0.109 charge=-1 homo_energy_ev=-4.6558
H 8.90 -2.90 3.87 0.346
C 3.56 -1.60 2.76 -1.449
H 8.66 3.42 2.29 0.255
C 7.49 -1.37 3.64 0.466
N 8.18 -1.34 2.29 -0.696
C 9.62 1.99 -1.45 0.544
C 1.76 7.33 0.72 0.182
H 8.15 -2.29 1.89 0.324
C 0.24 -4.65 -6.23 0.281
H 9.18 -1.19 2.53 0.318
H 5.35 -0.80 8.89 0.396
C -1.68 -5.36 -7.50 -0.471
H 3.77 -2.48 -1.60 0.420
C 6.77 2.68 1.36 0.693
C -10.52 -2.12 -5.63 -0.491
C -7.76 -0.02 -3.15 0.847
H 8.32 1.53 -3.28 0.292
O -0.78 -3.23 -3.08 -0.691
C 3.58 6.93 2.25 -0.340
H 4.51 3.75 3.85 -0.032
H 2.58 -1.00 2.87 0.041
H 7.64 4.81 1.57 0.302
C 5.31 -1.79 8.34 -0.596
H 2.32 3.27 4.02 0.224
H -3.59 -5.12 -6.54 0.482
H -2.79 7.73 -3.06 0.394
H -8.88 -3.40 -6.14 0.467
C -8.69 -3.92 1.67 -0.625
H -2.10 -5.79 -8.41 0.392
O -8.12 0.95 -2.50 -0.690
O -10.92 -4.88 3.06 -0.678
H 4.42 0.11 7.01 0.543
H 4.32 -4.25 -5.46 0.447
C -14.03 -3.46 -0.25 -0.483
H 0.34 -5.50 -8.21 0.460
H 4.58 2.89 1.11 0.014
H 6.06 -2.58 2.47 -0.049
H 7.99 0.59 3.46 0.157
H 1.86 1.01 3.14 -0.016
C -1.33 9.30 -2.91 -0.430
C 0.59 3.13 3.00 -0.882
H 5.34 4.40 1.76 0.039
C -7.85 -2.92 -0.35 -0.129
O 10.61 2.36 -2.12 -0.558
H -10.38 0.50 -3.47 0.465
H 7.78 -2.92 5.06 0.263
S 6.37 -3.11 9.17 -0.290
C 5.10 -0.29 6.17 -0.852
O 2.19 10.48 -0.98 -0.692
C -1.89 8.08 -2.57 -0.481
H -5.72 1.17 -1.84 0.493
C 5.70 -1.67 6.77 -0.270
H 0.10 2.19 3.43 0.348
H 1.32 -2.62 -1.87 0.530
C -0.30 -5.20 -7.39 -0.626
C -10.21 -3.30 -0.09 -0.221
C -13.58 -4.67 2.21 -0.564
H 8.33 0.02 4.97 0.332
C -15.10 -3.89 0.52 -0.500
C 2.63 1.75 2.68 -0.810
C 0.44 8.95 -1.31 0.096
O 9.47 2.29 -0.06 -0.257
H 4.25 -2.24 8.36 0.353
Cl 5.01 -1.26 0.25 -0.359
C -10.05 -0.35 -4.05 -0.512
C 4.99 2.82 3.39 -0.588
H 3.68 -4.21 2.03 0.326
C 8.52 1.13 -2.24 -0.561
H -13.40 -5.15 3.17 0.460
H 2.70 -1.79 0.73 0.487
C -14.87 -4.51 1.74 -0.447
C 6.02 -1.93 3.42 -0.879
C 5.36 3.26 1.87 -0.233
H 0.27 10.69 -2.56 0.454
H 1.91 5.61 2.01 0.744
C -5.41 0.28 -2.38 -0.745
H 0.19 4.01 3.63 0.255
C -6.34 -0.45 -3.12 0.421
H -14.21 -2.98 -1.21 0.464
N 8.36 -2.28 4.50 -0.651
C -8.30 -1.87 -4.73 0.445
H 6.82 -1.75 6.59 0.126
C -1.98 -4.42 -5.30 -0.506
H -16.12 -3.75 0.16 0.390
O -11.78 -2.71 -1.74 -0.642
H 7.55 1.14 -1.62 0.096
C -11.59 -3.17 -0.63 0.427
H 5.10 -2.50 6.26 0.164
C 4.82 -0.89 3.45 1.264
C 2.37 6.54 1.69 -0.747
H -1.80 9.92 -3.67 0.385
H 9.76 4.36 0.23 0.256
C -6.90 -2.35 -4.64 0.459
C -11.12 -4.36 1.97 0.591
H 3.18 -1.00 5.19 0.032
H -4.28 -2.89 -4.29 0.482
C -2.52 -4.98 -6.46 -0.510
C 1.71 -4.52 -6.10 0.673
C 0.49 6.88 0.10 0.367
C -12.50 -4.22 1.45 0.126
H -6.62 -3.51 1.31 0.413
H -11.22 -2.64 -6.27 0.407
C -0.60 -4.25 -5.19 0.199
H 0.27 3.21 1.90 0.185
C -4.08 -0.13 -2.33 -0.775
C 2.27 -3.97 -4.84 0.178
C 3.69 -2.04 1.24 0.116
O 4.98 0.43 2.92 0.229
C -12.73 -3.63 0.21 0.209
H 4.05 9.85 0.57 0.452
N 7.62 -0.02 4.22 -0.348
C 1.43 -3.52 -3.82 0.054
C -9.99 -3.85 1.17 0.428
H -1.74 6.33 -1.32 0.471
C 3.57 8.92 0.88 -0.647
C -7.62 -3.45 0.92 -0.767
B 4.06 1.47 3.43 0.603
C -1.29 7.29 -1.59 -0.451
O -6.55 -3.35 -5.25 -0.706
H -8.51 -4.34 2.66 0.464
H 8.29 3.87 -0.86 0.387
H 4.96 -3.81 0.80 0.223
H 6.00 2.70 3.92 0.266
C -0.04 -3.63 -3.96 0.490
C -10.95 -1.03 -4.87 -0.572
O 3.65 0.89 4.73 -0.551
H -2.64 -4.12 -4.49 0.615
H 5.81 -2.69 4.26 0.123
H 5.14 8.42 2.26 0.408
C 1.97 -2.98 -2.66 -0.820
H 7.48 -3.27 8.33 0.109
H 6.63 2.43 0.24 -0.096
C 7.98 3.74 1.42 -0.607
H -11.98 -0.70 -4.92 0.427
C -0.17 9.74 -2.29 -0.562
H 3.37 -2.56 3.38 0.371
H 4.06 6.31 3.00 0.437
H 5.27 -3.31 -3.39 0.482
C -4.60 -2.00 -3.76 -0.962
C 1.70 9.40 -0.68 0.609
C -0.13 7.72 -0.95 0.072
C -5.93 -1.59 -3.82 0.189
H -15.71 -4.86 2.34 0.394
H -2.64 -1.60 -2.97 0.455
C 2.35 8.53 0.32 0.529
H -9.30 -2.42 -1.85 0.607
H -3.36 0.44 -1.76 0.455
C 4.19 8.12 1.84 -0.604
C -8.72 -0.77 -3.99 -0.010
C 3.85 -3.65 1.06 -0.909
C -9.20 -2.54 -5.55 -0.646
O 2.44 -4.87 -7.00 -0.687
H 5.90 0.53 6.06 0.043
H 8.85 0.04 -2.36 0.269
H 3.19 -4.05 0.23 0.267
C -3.68 -1.27 -3.02 -0.016
N 2.08 3.12 3.02 0.058
H 7.09 1.71 1.86 -0.466
H 2.70 1.60 1.55 0.095
H -7.01 -2.56 -0.95 0.472
C 3.35 -2.90 -2.51 0.184
O -0.03 5.84 0.44 -0.640
C 4.16 -0.47 4.90 -0.200
C -9.14 -2.84 -0.86 -0.369
C 4.19 -3.36 -3.51 -0.669
C 3.66 -3.89 -4.68 -0.709
C 8.89 3.63 0.09 -0.509